(1)
# C5H15N

2 unconnected molecules or ions with the total composition C5H15N at a distorted geometry (ωB97M-V/def2-TZVPD, the OMol25 dataset).

gap between HOMO and LUMO = 10.4 eV
energy above the lowest of the compared OMol25 structures with the same formula, charge and spin = 28.1 kJ/mol
spin multiplicity = 1

Geometry as XYZ:
```
21
C5H15N | the OMol25 dataset | ωB97M-V/def2-TZVPD
C -3.71939 0.62189 0.03427
C -2.20507 0.64696 -0.17905
C -1.50274 -0.67842 0.14222
H -4.05540 0.71752 1.06572
H -4.14933 1.44811 -0.52180
H -4.12886 -0.32212 -0.32997
H -2.01702 0.96452 -1.20518
H -1.74871 1.41601 0.44939
H -1.58323 -1.37931 -0.68410
H -1.99482 -1.13695 1.00540
H -0.48056 -0.54152 0.49312
C 3.45381 0.21214 0.86697
C 2.55345 0.13824 -0.35267
N 2.16020 -1.25386 -0.63277
H 4.14565 -0.62282 0.83099
H 2.87559 0.14322 1.79301
H 4.02153 1.13827 0.96898
H 3.07675 0.56414 -1.22343
H 1.68085 0.79688 -0.36101
H 1.15032 -1.31549 -0.63414
H 2.46697 -1.55740 -1.52597
```

=====

(2)
# C5H15N2

A single C5H15N2 molecule at a distorted geometry (ωB97M-V/def2-TZVPD, the OMol25 dataset).

gap between HOMO and LUMO (alpha / beta) = 4.3 / 10.8 eV
energy above the lowest of the compared OMol25 structures with the same formula, charge and spin = 190.5 kJ/mol
spin multiplicity = 2

Geometry as XYZ:
```
22
C5H15N2 | the OMol25 dataset | ωB97M-V/def2-TZVPD
N -0.33018 0.74814 -1.61958
C -0.45633 0.48283 -0.17977
C 0.87690 0.74923 0.65343
C 2.11277 0.10204 0.03694
C 0.66797 0.50664 2.15581
C -0.96378 -0.92169 0.16296
N -1.80435 -1.41136 -1.03966
H -1.82458 -0.62681 -1.71314
H -0.00990 1.70423 -1.70898
H 0.36997 0.10926 -1.97982
H -1.09560 1.27371 0.20454
H 0.97434 1.84990 0.60779
H 3.05258 0.39695 0.49677
H 2.09056 -0.97414 0.29671
H 2.12713 0.31667 -1.02902
H 1.61445 0.46990 2.69951
H 0.19507 1.37287 2.61224
H 0.11600 -0.42793 2.24480
H -0.32674 -1.74811 0.45793
H -1.83139 -0.70519 0.81335
H -2.69196 -1.92163 -0.83020
H -1.34915 -2.24194 -1.51936
```

=====

(3)
# C5H15N2

2 unconnected molecules or ions with the total composition C5H15N2 at a distorted geometry (ωB97M-V/def2-TZVPD, the OMol25 dataset).

gap between HOMO and LUMO (alpha / beta) = 9.6 / 8.6 eV
energy above the lowest of the compared OMol25 structures with the same formula, charge and spin = 107.6 kJ/mol
spin multiplicity = 2

Geometry as XYZ:
```
22
C5H15N2 | the OMol25 dataset | ωB97M-V/def2-TZVPD
N -3.53939 -0.77016 -0.55103
C -2.59244 -0.62494 0.56524
C -1.13024 -0.57441 0.20279
N 1.96041 -0.05164 -0.48877
C 1.70432 1.20055 0.24458
C 0.73846 2.02743 -0.60882
C 2.46793 -1.18064 0.28439
H 1.02322 -0.30068 -0.79144
H -3.20652 -1.48046 -1.19666
H -3.60583 0.08220 -1.09322
H -2.75888 -1.45819 1.25375
H -2.88127 0.28805 1.09895
H -0.53066 -1.02477 0.98940
H -0.91623 -0.98686 -0.78479
H 1.26364 0.98641 1.22771
H 2.65477 1.68132 0.44215
H 1.03579 1.98611 -1.65166
H 0.69277 3.05558 -0.26093
H -0.23269 1.58809 -0.38791
H 3.15311 -1.77874 -0.30828
H 3.03340 -0.83226 1.15928
H 1.66631 -1.83198 0.65526
```

=====

(4)
# C5H15N2

2 unconnected molecules or ions with the total composition C5H15N2 (ωB97M-V/def2-TZVPD, the OMol25 dataset).

gap between HOMO and LUMO = 10.3 eV
energy above the lowest of the compared OMol25 structures with the same formula, charge and spin = 88.3 kJ/mol
spin multiplicity = 1
total charge = +1

Geometry as XYZ:
```
22
C5H15N2 | the OMol25 dataset | ωB97M-V/def2-TZVPD
C -2.71083 -1.35641 -1.50668
C -1.86299 -1.33212 -0.49914
N -0.43826 -1.37911 -0.64860
C 0.26587 -2.26073 0.29142
H -2.39182 -1.42526 -2.54253
H -3.77365 -1.30076 -1.32812
H -2.20152 -1.24988 0.52715
H -0.21975 -1.61002 -1.61280
H 1.33804 -2.11387 0.18648
H 0.00763 -1.98767 1.31133
H 0.02880 -3.31025 0.13859
C 1.78740 2.73282 0.97072
C 1.16645 1.35332 0.96622
N 0.33063 1.11983 -0.25226
H 2.56870 2.79746 1.72538
H 2.26205 2.92551 0.00472
H 1.06304 3.52342 1.14506
H 1.94263 0.58956 0.97112
H 0.52844 1.15532 1.82452
H -0.53082 1.65806 -0.16354
H 0.03277 0.00158 -0.42653
H 0.80719 1.46919 -1.08251
```

=====

(5)
# C5H15N2

A gas-phase ion, C5H15N2 (charge +1) (ωB97M-V/def2-TZVPD, the OMol25 dataset).

gap between HOMO and LUMO = 8.3 eV
energy above the lowest of the compared OMol25 structures with the same formula, charge and spin = 98.0 kJ/mol
spin multiplicity = 1
total charge = +1

Geometry as XYZ:
```
22
C5H15N2 | the OMol25 dataset | ωB97M-V/def2-TZVPD
C -0.32985 1.78557 0.86386
C 0.33523 1.36344 -0.43660
C -0.28496 0.12607 -1.09953
C -0.16251 -1.14872 -0.30341
N 1.22279 -1.58079 -0.22280
C 1.37559 -2.94230 0.28804
N -1.77205 2.24548 0.55912
H -0.41007 0.98072 1.59010
H 0.16860 2.64163 1.30864
H 1.38379 1.17406 -0.21945
H 0.33331 2.22599 -1.10554
H -1.32784 0.33584 -1.35815
H 0.24417 -0.00617 -2.04369
H -0.64840 -1.11122 0.68153
H -0.71883 -1.92225 -0.84693
H 1.73846 -0.94583 0.37679
H 2.40202 -3.26454 0.13745
H 1.11554 -3.04676 1.34728
H 0.73715 -3.61676 -0.27423
H -1.80262 2.49767 -0.43259
H -2.44763 1.51165 0.75965
H -2.03602 3.10566 1.04173
```

=====

(6)
# C5H15N2

2 unconnected molecules or ions with the total composition C5H15N2 at a distorted geometry (ωB97M-V/def2-TZVPD, the OMol25 dataset).

gap between HOMO and LUMO = 4.3 eV
energy above the lowest of the compared OMol25 structures with the same formula, charge and spin = 487.0 kJ/mol
spin multiplicity = 1
total charge = +1

Geometry as XYZ:
```
22
C5H15N2 | the OMol25 dataset | ωB97M-V/def2-TZVPD
C 0.36756 0.54768 -1.54783
C -1.00707 1.02247 -0.98323
C -1.51969 0.86309 0.42801
C -1.99077 -0.67677 0.90093
C -3.32477 -1.04639 0.26849
N 5.45976 -0.71402 0.68654
N 1.31343 1.03552 -0.55765
H 0.60956 0.98658 -2.44499
H 0.48104 -0.50895 -1.66200
H 6.10917 -1.45115 0.63413
H -1.74471 1.14887 -1.81446
H -0.75294 1.10975 1.20471
H -2.39293 1.43763 0.80427
H -1.90915 -0.74427 1.95411
H -1.10936 -1.22351 0.61807
H -3.72467 -2.01050 0.54832
H -3.25410 -1.20623 -0.84647
H 5.37376 -0.49773 1.68477
H -4.11920 -0.31578 0.52444
H 4.69463 -0.94729 0.11956
H 0.72831 1.19580 0.25460
H 1.71213 1.99520 -0.77430
```